[1]
Density functional theory data (ωB97M-V with the def2-TZVPD basis set) for C54H78BN2O3SeW as an isolated structure.

Properties
LUMO level (alpha / beta) (hartree): -0.09492 / -0.11857
E_tot (eV): -134233.868
HOMO level (alpha / beta) (eV): -10.0 / -10.3
2S+1: 3
Net charge: +1

Atoms and positions in Å:
W: -1.108 -0.020 -0.320
C: 2.849 1.212 5.792
C: 2.075 2.473 5.385
C: 3.057 3.527 4.862
C: 1.376 3.026 6.627
C: 1.088 2.129 4.277
C: 1.529 1.447 3.146
C: 0.633 1.149 2.145
Se: 1.214 0.085 0.668
C: 1.806 1.289 -0.704
C: 3.143 1.634 -0.781
C: 3.622 2.286 -1.914
C: 2.717 2.555 -2.935
C: 1.364 2.209 -2.901
C: 0.927 1.551 -1.749
O: -0.368 1.092 -1.654
C: 0.424 2.514 -4.066
C: -0.087 1.203 -4.679
C: 1.129 3.295 -5.177
C: -0.748 3.384 -3.581
C: 5.100 2.653 -2.000
C: 5.482 3.195 -3.376
C: 5.405 3.726 -0.947
C: 5.948 1.406 -1.719
C: -0.729 1.450 2.230
O: -1.561 1.026 1.225
C: -1.198 2.170 3.332
C: -0.251 2.481 4.316
C: -2.615 2.696 3.561
C: -3.116 2.247 4.945
C: -3.651 2.230 2.542
C: -2.564 4.231 3.510
H: 3.509 1.435 6.630
H: 3.470 0.833 4.982
H: 2.169 0.418 6.100
H: 3.794 3.771 5.627
H: 2.536 4.444 4.586
H: 3.594 3.169 3.983
H: 2.115 3.209 7.406
H: 0.641 2.325 7.024
H: 0.876 3.974 6.428
H: 2.566 1.156 3.045
H: 3.805 1.390 0.038
H: 3.080 3.062 -3.814
H: 0.740 0.626 -5.090
H: -0.776 1.422 -5.494
H: -0.600 0.564 -3.960
H: 1.944 2.729 -5.627
H: 1.524 4.248 -4.823
H: 0.407 3.510 -5.965
H: -1.272 2.936 -2.739
H: -1.455 3.536 -4.398
H: -0.395 4.365 -3.259
H: 4.978 4.135 -3.599
H: 5.252 2.484 -4.171
H: 6.554 3.386 -3.404
H: 4.881 4.655 -1.169
H: 6.474 3.937 -0.922
H: 5.106 3.403 0.050
H: 5.657 0.578 -2.365
H: 5.856 1.076 -0.685
H: 7.000 1.623 -1.898
H: -0.599 3.032 5.174
H: -3.118 1.159 5.024
H: -4.137 2.598 5.097
H: -2.514 2.642 5.760
H: -3.706 1.146 2.499
H: -3.437 2.606 1.542
H: -4.625 2.614 2.846
H: -1.913 4.642 4.280
H: -3.563 4.640 3.662
H: -2.197 4.577 2.543
C: 1.470 -4.373 3.096
C: 1.333 -3.092 2.265
C: 1.733 -3.394 0.822
C: -0.015 -2.458 2.579
C: -0.086 -1.772 3.792
C: -1.272 -1.244 4.266
C: -2.439 -1.414 3.542
C: -2.424 -2.073 2.316
C: -3.709 -2.311 1.549
C: -4.114 -1.116 0.701
C: -4.872 -2.698 2.461
C: -1.200 -2.557 1.830
N: -1.176 -3.090 0.507
B: -1.080 -2.249 -0.641
N: -1.028 -3.165 -1.739
C: -1.167 -4.457 -1.239
C: -1.240 -4.415 0.108
C: -1.054 -2.854 -3.129
C: -2.290 -2.637 -3.746
C: -2.292 -2.284 -5.094
C: -1.108 -2.153 -5.795
C: 0.104 -2.394 -5.166
C: 0.153 -2.762 -3.827
C: 1.476 -3.071 -3.160
C: 2.403 -3.905 -4.040
C: 2.152 -1.775 -2.723
C: -3.599 -2.797 -2.999
C: -4.510 -1.583 -3.164
C: -4.317 -4.071 -3.444
H: 2.472 -4.788 2.990
H: 0.758 -5.125 2.751
H: 1.282 -4.192 4.155
H: 2.069 -2.376 2.653
H: 1.275 -4.313 0.461
H: 2.815 -3.535 0.789
H: 1.484 -2.604 0.118
H: 0.820 -1.654 4.375
H: -1.288 -0.716 5.210
H: -3.373 -1.038 3.938
H: -3.530 -3.152 0.872
H: -4.450 -0.278 1.311
H: -4.902 -1.376 -0.009
H: -3.289 -0.723 0.072
H: -5.192 -1.866 3.088
H: -4.609 -3.530 3.112
H: -5.731 -2.998 1.860
H: -1.177 -5.313 -1.891
H: -1.341 -5.225 0.809
H: -3.233 -2.117 -5.601
H: -1.128 -1.874 -6.840
H: 1.023 -2.308 -5.730
H: 1.263 -3.650 -2.257
H: 2.799 -3.324 -4.872
H: 1.892 -4.774 -4.451
H: 3.252 -4.256 -3.456
H: 2.378 -1.138 -3.580
H: 3.083 -1.968 -2.186
H: 1.486 -1.208 -2.064
H: -3.373 -2.897 -1.935
H: -4.889 -1.499 -4.182
H: -3.987 -0.658 -2.924
H: -5.375 -1.662 -2.503
H: -4.608 -4.003 -4.493
H: -5.221 -4.232 -2.856
H: -3.677 -4.945 -3.332
O: -2.869 0.939 -1.313
H: -3.195 1.700 -0.813
H: -2.661 1.234 -2.212

[2]
Density functional theory data (ωB97M-V with the def2-TZVPD basis set) for C54H83N11NbO3 as an isolated structure in a non-equilibrium geometry.

Properties
LUMO level (hartree): 0.07436
E_tot (eV): -81419.351
HOMO level (eV): -4.7
Net charge: -1

Atoms and positions in Å:
C: -4.896 0.556 -2.236
C: -4.014 -0.606 -2.719
O: -2.652 -0.373 -2.445
C: -2.112 -1.058 -1.324
C: -0.649 -1.398 -1.623
Nb: 0.693 0.467 -1.496
C: 2.550 -0.816 -1.197
C: 3.702 -0.374 -0.274
C: 3.307 0.032 1.154
C: 3.615 1.476 1.536
N: 2.470 2.373 1.362
C: 2.848 3.750 1.039
C: 1.514 2.243 2.358
C: 0.194 2.918 2.091
O: 1.670 1.566 3.362
C: 0.832 0.628 -3.803
O: -0.009 1.612 -4.447
C: 0.472 2.932 -4.339
C: -0.610 3.866 -3.797
H: -5.299 1.093 -3.090
H: -4.299 1.245 -1.647
H: -5.720 0.200 -1.622
H: -4.091 -0.689 -3.803
H: -4.354 -1.550 -2.288
H: -2.675 -1.983 -1.153
H: -2.150 -0.419 -0.439
H: -0.282 -2.144 -0.913
H: -0.610 -1.831 -2.627
H: -0.713 1.646 -1.643
H: 1.769 1.957 -1.412
H: 0.256 0.560 0.284
H: 2.251 -1.833 -0.935
H: 2.970 -0.882 -2.211
H: 4.316 0.390 -0.748
H: 4.361 -1.242 -0.164
H: 3.919 -0.559 1.838
H: 2.272 -0.213 1.372
H: 4.428 1.849 0.919
H: 3.971 1.504 2.567
H: 3.124 4.339 1.915
H: 2.024 4.245 0.533
H: 3.651 3.712 0.313
H: -0.294 2.302 1.333
H: 0.370 3.890 1.645
H: -0.388 2.981 3.001
H: 1.869 0.784 -4.122
H: 0.489 -0.337 -4.181
H: 1.383 2.974 -3.745
H: 0.730 3.275 -5.348
H: -0.368 4.262 -2.816
H: -1.531 3.296 -3.702
H: -0.798 4.689 -4.484
N: -1.395 0.101 -7.997
C: -2.352 0.176 -8.975
C: -3.269 1.113 -8.581
C: -2.852 1.607 -7.310
C: -1.689 0.963 -6.979
H: -0.600 -0.510 -8.011
H: -2.300 -0.441 -9.856
H: -4.147 1.404 -9.133
H: -3.351 2.346 -6.705
H: -1.052 1.017 -6.106
N: 7.884 -3.604 -1.472
C: 8.990 -3.381 -0.696
C: 8.825 -2.174 -0.072
C: 7.569 -1.650 -0.486
C: 7.013 -2.556 -1.348
H: 7.734 -4.412 -2.044
H: 9.793 -4.096 -0.655
H: 9.524 -1.716 0.608
H: 7.123 -0.717 -0.184
H: 6.077 -2.544 -1.879
N: -1.466 -3.100 -4.714
C: -1.274 -2.647 -5.987
C: -0.428 -3.518 -6.622
C: -0.100 -4.539 -5.688
C: -0.757 -4.251 -4.520
H: -2.033 -2.643 -4.022
H: -1.755 -1.746 -6.326
H: -0.081 -3.435 -7.639
H: 0.549 -5.384 -5.856
H: -0.779 -4.761 -3.572
N: -1.953 -1.932 2.337
C: -2.157 -1.488 3.618
C: -1.016 -0.848 4.024
C: -0.086 -0.908 2.949
C: -0.693 -1.579 1.924
H: -2.624 -2.432 1.785
H: -3.093 -1.661 4.123
H: -0.861 -0.382 4.983
H: 0.904 -0.501 2.928
H: -0.342 -1.825 0.936
N: -2.785 5.046 3.034
C: -1.840 5.827 3.637
C: -2.230 7.135 3.510
C: -3.464 7.140 2.801
C: -3.778 5.837 2.526
H: -2.751 4.044 2.972
H: -0.972 5.387 4.100
H: -1.691 7.993 3.879
H: -4.049 8.000 2.525
H: -4.619 5.407 2.013
N: -7.655 2.867 3.804
C: -7.920 3.407 5.033
C: -6.804 4.084 5.443
C: -5.827 3.951 4.419
C: -6.382 3.195 3.422
H: -8.294 2.314 3.265
H: -8.876 3.263 5.507
H: -6.697 4.618 6.372
H: -4.835 4.361 4.421
H: -5.984 2.861 2.478
N: 0.202 -8.359 -5.047
C: 0.870 -9.549 -4.950
C: 0.123 -10.503 -5.587
C: -1.041 -9.860 -6.091
C: -0.960 -8.538 -5.744
H: 0.517 -7.485 -4.668
H: 1.814 -9.614 -4.438
H: 0.381 -11.544 -5.682
H: -1.844 -10.315 -6.646
H: -1.625 -7.712 -5.931
N: -1.785 6.306 7.138
C: -1.085 7.109 7.994
C: -1.088 6.514 9.228
C: -1.818 5.300 9.108
C: -2.232 5.202 7.805
H: -1.947 6.496 6.162
H: -0.647 8.031 7.654
H: -0.619 6.903 10.116
H: -2.014 4.582 9.886
H: -2.804 4.443 7.299
N: 1.009 -5.374 1.368
C: 1.527 -6.406 0.635
C: 0.668 -6.654 -0.403
C: -0.407 -5.730 -0.292
C: -0.164 -4.956 0.812
H: 1.427 -4.978 2.190
H: 2.457 -6.872 0.912
H: 0.798 -7.409 -1.160
H: -1.257 -5.641 -0.948
H: -0.717 -4.145 1.249
N: 5.757 0.997 6.951
C: 6.264 -0.056 6.238
C: 5.402 -0.315 5.206
C: 4.331 0.617 5.297
C: 4.580 1.412 6.382
H: 6.179 1.401 7.764
H: 7.190 -0.525 6.523
H: 5.523 -1.087 4.464
H: 3.478 0.696 4.642
H: 4.024 2.235 6.797